Entry 1:
Here is a structure of composition CH3Br2OP from the Open Molecules 2025 dataset. Energies are from ωB97M-V/def2-TZVPD.

Summary:
ΔE to the lowest compared entry with this formula, charge and spin: 187.4 kJ/mol

Last column: Löwdin charge in e.
Positions of all 8 atoms, in Å:
C: 1.3530 -0.1038 0.1492  0.00
O: -1.1074 0.2993 -1.8142  -0.48
P: -0.9893 0.1279 -0.3815  0.03
Br: -2.0044 1.9205 0.6364  0.23
Br: -2.0046 -1.6822 0.6495  0.20
H: 1.3328 -0.5562 1.2241  0.06
H: 1.6849 -0.8530 -0.4530  -0.03
H: 1.7349 0.8475 -0.0105  -0.01



Entry 2:
Here is a structure of composition C35H28F5IN3O7W from the Open Molecules 2025 dataset. Energies are from ωB97M-V/def2-TZVPD.

Summary:
Charge: +1
ΔE to the lowest compared entry with this formula, charge and spin: 0.0 kJ/mol

Last column: Löwdin charge in e.
Positions of all 80 atoms, in Å:
W: -0.2007 1.6032 1.7807  1.72
C: 1.7481 0.8530 5.1325  0.00
C: 1.8982 -0.4645 4.4316  -0.25
N: 2.8209 -1.2944 4.9235  0.14
C: 2.9432 -2.4993 4.3729  -0.08
C: 2.1358 -2.9791 3.3531  -0.14
C: 2.3555 -4.3785 2.8404  -0.20
O: 2.5068 -4.4307 1.4263  -0.06
C: 1.1712 -2.1160 2.8347  -0.06
C: 0.2046 -2.6434 1.8317  -0.01
N: -0.6556 -1.8632 1.3183  0.05
C: -1.6498 -2.2784 0.4239  -0.32
C: -1.6093 -3.3672 -0.4382  0.00
C: -2.6871 -3.6361 -1.2689  -0.06
C: -3.8223 -2.8358 -1.2452  -0.07
C: -3.8821 -1.7388 -0.3928  -0.16
C: -2.7838 -1.4674 0.4030  -0.59
I: -2.8426 0.1094 1.7548  1.29
C: 1.0946 -0.8317 3.3552  -0.23
O: 0.2176 0.0681 2.8517  -0.31
H: 2.7276 1.1906 5.4641  0.09
H: 1.1302 0.7197 6.0226  0.10
H: 1.2728 1.6246 4.5199  0.05
H: 3.7270 -3.1291 4.7783  0.12
H: 1.5165 -5.0341 3.0803  0.13
H: 3.2346 -4.7997 3.3348  0.12
H: 3.3458 -4.0094 1.2078  0.10
H: 0.2547 -3.7123 1.6116  0.12
H: -0.7305 -3.9999 -0.4584  0.12
H: -2.6480 -4.4889 -1.9323  0.11
H: -4.6644 -3.0692 -1.8816  0.11
H: -4.7745 -1.1299 -0.3390  0.10
C: -1.7357 3.4894 3.6228  -0.09
O: -0.9101 2.3795 3.3020  -0.42
H: -1.2940 3.9802 4.4896  0.10
H: -2.7293 3.1160 3.8820  0.09
H: -1.7888 4.1784 2.7776  0.09
F: 1.4745 4.0685 3.1403  0.10
C: 2.3330 3.1182 2.7366  -0.23
C: 1.9023 1.9819 2.0742  -0.11
C: 2.8700 1.0479 1.7422  -0.24
F: 2.5593 -0.0727 1.0606  0.08
C: 4.2110 1.2259 2.0452  -0.13
F: 5.1179 0.3184 1.6794  0.13
C: 4.6096 2.3634 2.7258  -0.12
F: 5.8888 2.5463 3.0305  0.15
C: 3.6654 3.3143 3.0750  -0.14
F: 4.0387 4.4042 3.7376  0.14
C: -0.0823 -1.7230 -4.0908  -0.04
O: -1.1445 -0.9053 -3.6138  -0.09
C: -1.9797 -0.3550 -4.5165  -0.24
C: -1.9922 -0.6311 -5.8806  0.01
C: -2.9283 -0.0201 -6.7035  -0.05
C: -3.8657 0.8698 -6.1969  -0.06
C: -3.8471 1.1655 -4.8439  -0.01
C: -2.9032 0.5722 -4.0265  -0.17
N: -2.9279 0.8527 -2.6196  0.17
C: -1.9504 1.1339 -1.8117  0.04
C: -0.5962 1.4375 -2.1463  -0.12
C: -0.2427 1.9697 -3.3987  0.00
C: 1.0624 2.2984 -3.6584  -0.05
C: 2.0312 2.0652 -2.6764  -0.02
C: 1.7094 1.5385 -1.4457  0.02
C: 0.3777 1.2336 -1.1485  -0.27
O: 0.0417 0.6903 0.0462  -0.27
H: 0.5002 -1.9883 -3.2132  0.10
H: 0.5395 -1.1691 -4.7955  0.10
H: -0.4721 -2.6272 -4.5617  0.10
H: -1.2832 -1.3304 -6.2976  0.11
H: -2.9247 -0.2526 -7.7593  0.12
H: -4.5954 1.3335 -6.8426  0.11
H: -4.5541 1.8681 -4.4218  0.13
H: -3.8349 0.7387 -2.1815  0.17
H: -2.2277 1.1849 -0.7705  0.07
H: -1.0074 2.1458 -4.1432  0.13
H: 1.3400 2.7359 -4.6063  0.11
H: 3.0647 2.3092 -2.8840  0.12
H: 2.4716 1.3575 -0.7054  0.11
O: 0.0124 3.2557 0.8909  -0.28
O: -1.3583 2.8141 0.8047  -0.39



Entry 3:
Here is the molecule C3H5NO2 from the Open Molecules 2025 dataset. Energies are from ωB97M-V/def2-TZVPD.

Summary:
ΔE to the lowest compared entry with this formula, charge and spin: 255.7 kJ/mol

Last column: Löwdin charge in e.
Positions of all 11 atoms, in Å:
N: -2.2548 -0.4135 -0.2642  0.08
C: -0.9342 -0.5388 -0.2342  -0.17
O: -0.4348 0.5353 0.4153  -0.12
C: 0.9454 0.3381 0.6898  -0.18
C: 1.7432 0.1052 -0.5792  -0.26
O: 2.7730 -0.5208 -0.5971  0.06
H: -2.7879 -1.1644 -0.6706  0.09
H: -2.7588 0.3507 0.1785  0.11
H: 1.0783 -0.5197 1.3527  0.13
H: 1.3044 1.2406 1.1964  0.13
H: 1.3264 0.5871 -1.4873  0.13



Entry 4:
Here is a structure of composition C24H35F6O17S2Y from the Open Molecules 2025 dataset. Energies are from ωB97M-V/def2-TZVPD.

Summary:
ΔE to the lowest compared entry with this formula, charge and spin: 0.0 kJ/mol

Last column: Löwdin charge in e.
Positions of all 85 atoms, in Å:
Y: 0.0149 0.0909 0.5191  1.63
C: -4.2476 -1.3082 1.0515  -0.10
C: -3.2672 -0.5149 1.9561  -0.42
O: -2.0686 -0.0553 1.4362  -0.40
H: -4.8735 -0.6199 0.4779  0.05
H: -5.0255 -1.7392 1.6896  0.06
H: -3.7238 -2.0663 0.4687  0.06
H: -3.1319 -1.0447 2.9047  0.09
H: -3.8945 0.3526 2.2063  0.09
C: 4.6326 -0.6864 0.3035  -0.68
F: 4.6180 0.0495 -0.7787  0.16
F: 5.7473 -1.4106 0.3490  0.13
F: 4.6812 0.1033 1.3913  0.12
S: 3.1881 -1.8643 0.3419  0.52
O: 3.3508 -2.7412 -0.8094  -0.30
O: 3.1799 -2.5854 1.5965  -0.30
O: 2.0093 -1.0046 0.2366  -0.43
C: -3.2059 3.5516 -0.3878  -0.65
F: -3.7688 4.2091 -1.4012  0.14
F: -3.1819 4.3439 0.6782  0.14
F: -3.9519 2.4702 -0.2035  0.14
S: -1.4100 3.1052 -0.8281  0.55
O: -0.8560 2.1553 0.1209  -0.39
O: -1.6054 2.5567 -2.1664  -0.30
O: -0.6460 4.3477 -0.9185  -0.30
O: 1.6018 1.6609 0.9366  0.01
C: 2.1821 2.6686 1.2314  -0.39
O: 3.0051 2.7110 2.3153  0.05
C: 3.4763 4.0423 2.4878  -0.15
C: 3.2314 4.7877 1.1615  -0.13
C: 2.0929 4.0033 0.5440  -0.05
H: 4.5106 4.1611 2.8060  0.13
H: 2.8546 4.4503 3.2909  0.13
H: 4.1467 4.8538 0.5796  0.12
H: 2.8556 5.7684 1.4514  0.12
H: 2.1233 3.9077 -0.5363  0.12
H: 1.1258 4.3753 0.8911  0.14
O: -0.3487 -2.2327 -0.0009  0.03
C: -0.5631 -3.4186 0.0385  -0.44
O: -0.8985 -4.0599 1.1239  0.08
C: -1.0435 -5.4395 0.9543  -0.14
C: -0.5179 -5.7233 -0.4868  -0.13
C: -0.5574 -4.3527 -1.1654  -0.03
H: -2.0673 -5.8026 1.0362  0.13
H: -0.4051 -5.9455 1.6790  0.13
H: -1.2133 -6.4738 -0.8754  0.11
H: 0.4095 -6.2910 -0.5348  0.11
H: -1.4382 -4.0949 -1.7534  0.13
H: 0.3278 -4.2820 -1.7930  0.13
O: 0.8987 0.6440 -1.6840  0.04
C: 1.1397 1.2976 -2.6600  -0.44
O: 1.9432 2.3550 -2.6146  0.03
C: 2.2070 2.9325 -3.8917  -0.12
C: 1.0250 2.4003 -4.7413  -0.14
C: 0.6308 1.0821 -4.0881  -0.04
H: 3.1216 2.5035 -4.3060  0.13
H: 2.2494 4.0070 -3.7481  0.13
H: 1.2429 2.3645 -5.8058  0.11
H: 0.1990 3.0949 -4.5643  0.12
H: 1.1736 0.3004 -4.6223  0.14
H: -0.4171 0.8246 -3.9651  0.11
O: -1.6373 -0.3164 -1.4730  0.06
C: -2.3683 -0.4897 -2.3930  -0.44
O: -1.9992 -1.2258 -3.4784  0.02
C: -3.0301 -1.3407 -4.4613  -0.14
C: -4.2072 -0.5686 -3.8694  -0.14
C: -3.8419 -0.1313 -2.4441  -0.04
H: -3.2679 -2.3989 -4.5634  0.12
H: -2.6962 -0.8801 -5.3886  0.12
H: -5.1137 -1.1706 -3.8514  0.11
H: -4.3370 0.3292 -4.4742  0.11
H: -4.3169 -0.7379 -1.6680  0.11
H: -4.0982 0.8688 -2.1054  0.12
O: 0.8508 -0.6511 2.6398  0.03
C: 1.0043 -0.9938 3.7870  -0.43
O: 0.0443 -1.0666 4.6854  0.07
C: 0.5386 -1.3018 6.0186  -0.11
C: 2.0290 -1.6140 5.8131  -0.15
C: 2.3807 -1.0519 4.4411  -0.05
H: 0.1078 -2.1907 6.4698  0.13
H: 0.3858 -0.3491 6.5195  0.13
H: 2.3216 -2.6567 5.9109  0.12
H: 2.6564 -1.0429 6.5018  0.11
H: 3.0233 -1.7796 3.9544  0.12
H: 2.7031 -0.0148 4.5048  0.14



Entry 5:
Here is a cluster of 4 separate species, C4H14O3 in total from the Open Molecules 2025 dataset. Energies are from ωB97M-V/def2-TZVPD.

Summary:
<S²>: 0.75
Charge: -1
Multiplicity: 2
ΔE to the lowest compared entry with this formula, charge and spin: 66.2 kJ/mol

Last column: Löwdin charge in e.
Positions of all 21 atoms, in Å:
C: -2.4374 1.1485 0.9825  -0.17
C: -2.0051 -0.0636 0.1527  -0.30
C: -0.8857 0.3074 -0.8108  -0.25
C: -0.8876 0.0664 -2.1215  -0.04
H: -1.5575 1.5244 1.5076  0.04
H: -3.2333 0.8168 1.6479  0.06
H: -2.7893 1.9942 0.3887  0.06
H: -1.6063 -0.8364 0.8163  0.08
H: -2.7939 -0.5302 -0.4406  0.09
H: -0.1372 0.9740 -0.3939  0.07
H: 0.0152 0.3925 -2.6268  0.04
H: -1.6438 -0.5463 -2.5904  0.05
H: 1.6139 -2.5930 1.0813  0.00
H: 0.6026 -1.8026 0.0986  0.00
O: 1.3187 -2.4519 0.1793  -0.14
H: 2.3534 2.0350 1.8246  -0.06
H: 1.7791 0.9783 2.9180  -0.07
O: 1.9617 1.1744 1.9843  -0.35
H: 3.4726 -0.4295 -2.1851  0.02
H: 3.0459 -1.3230 -1.0486  -0.01
O: 3.8141 -0.8351 -1.3641  -0.13



Entry 6:
Here is a cluster of 12 separate species, C6H37NO12 in total from the Open Molecules 2025 dataset. Energies are from ωB97M-V/def2-TZVPD.

Summary:
ΔE to the lowest compared entry with this formula, charge and spin: 23.8 kJ/mol
Structure (SMILES): CC(C)C[C@@H](N)CO.O.O.O.O.O.O.O.O.O.O.O

Last column: Löwdin charge in e.
Positions of all 56 atoms, in Å:
C: 1.2071 -3.2654 -0.8564  -0.08
C: 0.9803 -1.7979 -0.5639  -0.44
C: 0.4683 -1.0850 -1.8247  -0.06
C: 2.2678 -1.1307 -0.0545  -0.15
C: 1.9853 0.2275 0.5930  -0.35
N: 1.8689 0.0955 2.0715  0.06
C: 3.0389 1.2828 0.2119  -0.19
O: 2.5157 2.5861 0.4297  -0.10
H: 1.5407 -3.8654 -0.0253  0.06
H: 1.9661 -3.4428 -1.6679  0.10
H: 0.2190 -3.7325 -1.1876  0.09
H: 0.2410 -1.6375 0.2252  0.10
H: 0.3540 0.0382 -1.6280  0.09
H: 1.2078 -1.1482 -2.7020  0.12
H: -0.4821 -1.5057 -2.1517  0.04
H: 2.7742 -1.7808 0.6615  0.11
H: 3.0124 -1.0588 -0.9653  0.16
H: 1.0080 0.6602 0.2351  0.14
H: 2.6624 -0.4036 2.4935  0.11
H: 1.7590 0.9799 2.4865  0.04
H: 3.9443 1.1376 0.7877  0.12
H: 3.2679 1.2873 -0.9062  0.15
H: 2.2048 2.6457 1.3450  0.02
O: -1.6787 0.9980 3.7565  -0.05
H: -1.4069 0.1638 3.3501  0.00
H: -1.2180 0.9968 4.6165  0.08
O: -2.3743 -1.5434 0.6323  -0.05
H: -2.6301 -0.6415 0.3706  0.01
H: -1.7703 -1.3822 1.3205  -0.04
O: -2.1991 -3.2253 -1.4276  -0.08
H: -3.0452 -3.6125 -1.2292  0.05
H: -2.1096 -2.5553 -0.6832  0.03
O: -0.5850 -1.1460 2.5898  -0.10
H: -0.4114 -1.9675 3.0119  0.06
H: 0.3907 -0.7979 2.3493  0.08
O: -0.0252 2.8272 -0.3687  -0.01
H: -0.3742 2.8793 0.4693  -0.05
H: 0.9120 2.7398 -0.2737  0.00
O: -1.0204 2.9590 2.1226  -0.08
H: -1.7241 3.6712 2.2340  0.14
H: -1.3597 2.2358 2.6895  0.01
O: -2.8279 1.0293 0.0370  -0.03
H: -2.5689 1.3161 -0.8377  -0.01
H: -2.2475 1.5321 0.5937  0.01
O: -2.0316 -2.2078 -3.9069  -0.05
H: -2.1229 -2.5005 -2.9701  0.01
H: -1.5108 -2.8597 -4.3111  0.03
O: -0.9464 0.2355 -4.0764  -0.04
H: -1.3841 -0.5970 -4.0361  -0.03
H: -1.3554 0.6106 -4.8518  0.06
O: -1.7984 1.9739 -2.2052  -0.05
H: -1.0972 2.2897 -1.6799  -0.04
H: -1.4464 1.3389 -2.8431  0.00
O: 1.5487 3.0867 2.8795  -0.03
H: 0.6085 3.1122 2.6096  0.02
H: 1.7979 3.9540 3.0611  0.04



Entry 7:
Here is the molecule C4H7NO from the Open Molecules 2025 dataset. Energies are from ωB97M-V/def2-TZVPD.

Summary:
ΔE to the lowest compared entry with this formula, charge and spin: 402.1 kJ/mol
Structure (SMILES): C=C(C)C(N)=O

Last column: Löwdin charge in e.
Positions of all 13 atoms, in Å:
C: -1.3215 -0.7025 -0.5886  0.06
C: -0.4362 0.0607 -0.0077  -0.20
C: -0.7587 0.6909 1.3508  0.02
C: 0.9445 0.3947 -0.6466  -0.66
N: 1.6290 -0.6317 -0.8543  0.17
O: 1.1670 1.4949 -0.9469  0.12
H: -2.1377 -0.8001 -0.0654  0.01
H: -1.1989 -1.3048 -1.4227  0.05
H: -0.0776 0.4590 1.8725  -0.03
H: -0.4127 1.7800 1.2465  0.14
H: -1.5849 0.6806 1.7025  -0.01
H: 1.5116 -1.6737 -0.6897  0.16
H: 2.6762 -0.4481 -0.9503  0.16